Density functional theory data (the ωB97M-V functional and the def2-TZVPD basis) for a structure of composition C25H35N2Re at a distorted geometry.

Summary:
- E_tot: -1160.98150 a.u.
- 2S+1: 4
- LUMO level (alpha / beta): -2.790 / -4.041 eV
- Maximum force: 6.86 eV Å⁻¹
- Gap between HOMO and LUMO (alpha / beta): 7.215 / 6.028 eV
- Charge: +1

Atoms and positions in Å:
C -2.02 1.39 1.23
C -2.09 0.19 0.45
C -1.88 0.54 -0.92
C -1.67 1.96 -0.99
C -1.74 2.48 0.34
Re -0.20 1.10 0.23
C 2.94 0.99 -2.25
C 2.73 1.50 -1.01
H 3.43 1.32 -0.17
C 1.50 2.23 -0.66
H 1.12 2.92 -1.44
H 1.67 2.77 0.29
C 4.00 -0.05 -2.41
H 4.07 -0.61 -1.46
H 3.72 -0.75 -3.22
H 5.02 0.34 -2.65
C 1.93 1.12 -3.37
H 0.92 0.92 -2.94
H 1.90 2.12 -3.87
H 2.11 0.36 -4.17
C -2.45 -1.17 0.97
H -1.89 -1.41 1.88
H -3.52 -1.23 1.22
H -2.21 -1.95 0.24
C -2.10 -0.38 -2.09
H -1.72 -1.38 -1.86
H -3.17 -0.47 -2.33
H -1.58 -0.01 -2.98
C -1.54 2.77 -2.25
H -1.34 2.13 -3.11
H -2.46 3.33 -2.45
H -0.73 3.51 -2.17
C -1.56 3.91 0.76
H -1.00 4.47 0.00
H -2.53 4.41 0.90
H -1.02 3.98 1.71
C -2.25 1.50 2.71
H -1.53 2.18 3.17
H -3.25 1.88 2.94
H -2.15 0.52 3.19
C -0.55 -3.73 -0.11
C 0.45 -3.16 -0.97
C -1.28 -4.84 -0.26
C 0.13 -3.56 -2.30
H 1.27 -2.44 -0.99
C -1.35 -5.36 -1.58
H -1.72 -5.24 0.65
C -0.73 -4.63 -2.60
H 0.59 -3.08 -3.17
H -1.97 -6.21 -1.83
H -0.87 -4.96 -3.62
C 1.56 -1.33 4.99
N 1.49 -0.41 3.88
C 2.15 0.83 3.85
C 1.83 1.40 2.65
N 0.98 0.52 1.95
C 0.79 -0.56 2.73
H 2.60 -1.56 5.24
H 1.09 -0.91 5.89
H 1.04 -2.26 4.73
H 2.75 1.19 4.64
H 2.12 2.35 2.25
H 0.20 -1.44 2.50

The net atomic charges from natural (NBO), expressed in e, are:
1 C -0.1033
2 C -0.0806
3 C -0.0592
4 C -0.0375
5 C -0.0679
6 Re 1.1448
7 C -0.0093
8 C -0.2102
9 H 0.1999
10 C -0.8103
11 H 0.2242
12 H 0.2043
13 C -0.6352
14 H 0.2098
15 H 0.2109
16 H 0.2287
17 C -0.6513
18 H 0.1981
19 H 0.2324
20 H 0.2223
21 C -0.6165
22 H 0.2020
23 H 0.2392
24 H 0.2482
25 C -0.6357
26 H 0.2409
27 H 0.2464
28 H 0.2297
29 C -0.6411
30 H 0.2318
31 H 0.2369
32 H 0.2273
33 C -0.6314
34 H 0.2376
35 H 0.2418
36 H 0.2235
37 C -0.6305
38 H 0.2250
39 H 0.2467
40 H 0.2240
41 C 0.1303
42 C -0.3371
43 C -0.3561
44 C -0.1969
45 H 0.2495
46 C -0.1689
47 H 0.2440
48 C -0.2362
49 H 0.2184
50 H 0.2288
51 H 0.2290
52 C -0.4121
53 N -0.3055
54 C -0.0573
55 C -0.0565
56 N -0.5806
57 C 0.2373
58 H 0.2320
59 H 0.2279
60 H 0.2293
61 H 0.2443
62 H 0.2410
63 H 0.2388